Here is C3H2LiO3Sn as an isolated structure from the Open Molecules 2025 dataset. Energies are from ωB97M-V/def2-TZVPD.

Structure (XYZ):
```
10
Properties=species:S:1:pos:R:3:nbo_charge:R:1
C 1.645 -0.094 -0.886 0.01
O 2.221 -0.295 -2.024 -0.94
H -0.305 -1.042 -1.198 0.18
Li 3.639 0.580 -2.550 0.96
C 0.314 -0.347 -0.631 -0.03
O -0.370 0.639 0.110 -0.47
C -1.658 0.518 0.394 0.33
O -2.298 -0.460 -0.085 -0.76
Sn -3.555 0.611 0.958 0.57
H 1.846 -0.886 0.012 0.16
```

Output
HOMO level (spin up / spin down), eV: -5.7 / -6.6
2S+1: 2
LUMO energy (spin up / spin down), eV: -1.15 / -1.19
Relative energy (zero: lowest compared OMol25 entry of this formula, charge and spin), kJ/mol: 298.5
Frontier orbital gap (spin up / spin down), eV: 4.52 / 5.40
Maximum force, eV Å⁻¹: 6.7
Expectation value of S²: 1.004